Entry 1:
Density functional theory data (ωB97M-V/def2-TZVPD) for C28H29ClN3O4V as an isolated structure at a distorted geometry.

Values from the calculation:
- HOMO level (spin up / spin down): -0.1109 / -0.1650 hartree
- Total charge: -1
- Relative energy (zero: lowest compared OMol25 entry of this formula, charge and spin): 0.0 kJ/mol
- 2S+1: 4
- Lowest unoccupied orbital energy (spin up / spin down): 2.60 / 2.59 eV
- Frontier orbital gap (spin up / spin down): 5.613 / 7.082 eV

CARTESIAN COORDINATES (ANGSTROEM)
1 V -0.20 0.05 0.00
2 C 2.53 -0.94 0.85
3 N 1.81 0.23 1.38
4 C 1.79 0.17 2.84
5 C 0.73 -0.75 3.46
6 C -0.68 -0.55 2.90
7 N -0.75 -1.07 1.54
8 C -1.08 -2.32 1.47
9 C -0.95 -3.19 0.34
10 C -1.43 -4.51 0.46
11 C -1.27 -5.44 -0.54
12 C -0.59 -5.05 -1.71
13 C -0.10 -3.78 -1.86
14 C -0.26 -2.79 -0.84
15 O 0.22 -1.62 -1.00
16 C 2.51 1.44 0.93
17 C 1.72 2.77 1.10
18 C 0.27 2.73 1.59
19 N -0.63 1.98 0.72
20 C -1.51 2.69 0.11
21 C -2.56 2.25 -0.78
22 C -3.41 3.25 -1.29
23 C -4.49 2.96 -2.09
24 C -4.75 1.61 -2.38
25 C -3.95 0.61 -1.90
26 C -2.79 0.88 -1.11
27 O -2.04 -0.09 -0.75
28 H 3.55 -0.98 1.25
29 H 2.57 -0.87 -0.24
30 H 2.00 -1.85 1.11
31 H 1.63 1.18 3.22
32 H 2.79 -0.13 3.20
33 H 0.73 -0.57 4.54
34 H 1.00 -1.80 3.31
35 H -0.94 0.51 2.89
36 H -1.41 -1.06 3.55
37 H -1.47 -2.80 2.38
38 H -1.94 -4.79 1.37
39 H -1.65 -6.44 -0.43
40 H -0.46 -5.76 -2.51
41 H 0.42 -3.47 -2.76
42 H 2.74 1.30 -0.12
43 H 3.47 1.52 1.47
44 H 1.72 3.27 0.13
45 H 2.26 3.42 1.79
46 H -0.07 3.76 1.68
47 H 0.22 2.30 2.59
48 H -1.52 3.77 0.30
49 H -3.19 4.28 -1.03
50 H -5.12 3.75 -2.48
51 H -5.61 1.36 -2.99
52 H -4.15 -0.43 -2.13
53 Cl 1.68 4.21 -6.76
54 C 2.16 3.28 -5.35
55 C 3.53 3.06 -5.10
56 C 3.92 2.34 -4.01
57 C 2.99 1.79 -3.05
58 O 3.39 1.16 -2.05
59 C 1.59 2.05 -3.35
60 C 0.51 1.58 -2.55
61 O 0.56 0.97 -1.48
62 C 1.22 2.78 -4.50
63 H 4.26 3.46 -5.79
64 H 4.97 2.17 -3.82
65 H -0.50 1.79 -2.96
66 H 0.17 2.95 -4.70

***

Entry 2:
Density functional theory data (ωB97M-V/def2-TZVPD) for a 2-piece molecular cluster, C19H14NO4 overall at a distorted geometry.

Values from the calculation:
- HOMO level: -0.1060 hartree
- Total charge: -1
- 2S+1: 1
- Lowest unoccupied orbital energy: 1.52 eV
- Frontier orbital gap: 4.404 eV

CARTESIAN COORDINATES (ANGSTROEM)
1 C -0.91 3.01 -2.72
2 C -0.88 4.54 -2.72
3 O 0.48 4.89 -2.71
4 C 1.19 3.71 -2.73
5 O 2.41 3.65 -2.75
6 N 0.41 2.61 -2.74
7 H -1.38 2.60 -1.81
8 H -1.43 2.59 -3.59
9 H -1.33 4.97 -3.62
10 H -1.35 4.98 -1.82
11 C 0.26 -1.31 5.46
12 C -0.07 -1.88 4.25
13 C 0.27 -1.21 3.09
14 C 0.92 0.02 3.14
15 C 1.25 0.59 4.35
16 C 0.92 -0.09 5.51
17 C 1.15 0.49 1.77
18 O 1.70 1.52 1.45
19 C 0.56 -0.51 0.86
20 C 0.53 -0.41 -0.48
21 C -0.06 -1.40 -1.38
22 C -1.37 -1.87 -1.18
23 C -1.89 -2.86 -1.98
24 C -1.14 -3.40 -3.00
25 C 0.14 -2.93 -3.24
26 C 0.67 -1.94 -2.44
27 C 0.05 -1.60 1.69
28 O -0.46 -2.64 1.34
29 H 0.01 -1.82 6.38
30 H -0.57 -2.83 4.18
31 H 1.76 1.54 4.37
32 H 1.17 0.34 6.47
33 H 0.99 0.45 -0.93
34 H -1.95 -1.45 -0.38
35 H -2.89 -3.23 -1.79
36 H -1.55 -4.19 -3.61
37 H 0.72 -3.34 -4.04
38 H 1.67 -1.58 -2.62

***

Number 1: total energy -80381.221 eV. Number 2: total energy -29610.624 eV.